{"formula": "C30H32CrN9S", "method": "ωB97M-V/def2-TZVPD", "s_squared": 3.9691, "total_energy_ev": -84286.131, "charge": 2, "multiplicity": 4, "relative_energy_kj_mol": 254.8, "e_lumo_ev": [-6.54, -6.51], "homo_lumo_gap_ev": [5.8, 5.9], "species": ["Cr", "C", "C", "C", "C", "C", "C", "C", "C", "C", "C", "H", "H", "H", "H", "H", "H", "H", "H", "H", "H", "H", "H", "H", "H", "H", "N", "C", "N", "C", "N", "N", "C", "N", "C", "C", "C", "C", "C", "N", "H", "H", "H", "H", "H", "H", "H", "H", "N", "C", "C", "C", "C", "C", "C", "S", "N", "C", "C", "C", "C", "C", "C", "N", "H", "H", "H", "H", "H", "H", "H", "H", "H"], "coordinates": [[-0.231869, 0.117828, 0.503506], [-0.822119, -2.555683, -1.244172], [-1.342037, -2.152600, -0.023396], [-0.268421, -2.126243, 0.948229], [0.912759, -2.607530, 0.245971], [0.554764, -2.847652, -1.070404], [1.475768, -3.406356, -2.123240], [2.242443, -3.025061, 0.832035], [-0.559697, -2.403451, 2.412558], [-2.800025, -2.265524, 0.334399], [-1.618494, -2.756527, -2.507109], [2.498625, -3.029945, -2.016517], [1.131064, -3.173806, -3.134589], [1.535275, -4.497678, -2.055975], [3.076340, -2.360029, 0.563297], [2.516638, -4.011799, 0.453813], [2.211127, -3.108622, 1.919112], [-1.125432, -3.334291, 2.509641], [-1.160706, -1.622867, 2.896570], [0.348057, -2.524321, 2.997675], [-3.037188, -1.813700, 1.297784], [-3.063233, -3.324936, 0.419144], [-3.465153, -1.835956, -0.418682], [-2.542462, -2.170067, -2.507705], [-1.914171, -3.804063, -2.620993], [-1.047083, -2.499392, -3.403576], [-0.177356, 3.400812, -1.145427], [-0.463495, 3.349503, 0.173667], [-1.038770, 4.398979, 0.716860], [-1.296516, 4.300132, 2.026039], [-1.919107, 5.310340, 2.617420], [-0.938450, 3.252194, 2.812298], [-0.359640, 2.282316, 2.178541], [-0.127670, 2.212067, 0.846142], [0.255061, 1.172966, 2.969565], [0.275215, 1.213326, 4.343933], [1.127125, 0.346144, 5.013561], [1.936378, -0.497145, 4.274107], [1.798921, -0.527881, 2.899765], [0.949688, 0.266233, 2.246556], [-0.274873, 4.311309, -1.570950], [0.564887, 2.816215, -1.491067], [-2.151253, 6.129991, 2.081449], [-2.057853, 5.299056, 3.613102], [-0.324227, 1.952434, 4.855710], [1.181048, 0.356508, 6.094815], [2.655328, -1.149920, 4.753251], [2.374061, -1.208740, 2.296241], [-3.041712, 1.577140, -2.123096], [-3.783157, 2.561141, -1.395972], [-4.298914, 3.665240, -2.046005], [-4.993301, 4.625576, -1.320794], [-5.141766, 4.496040, 0.053346], [-4.583927, 3.404285, 0.709516], [-3.923298, 2.434789, -0.026715], [-3.348872, 0.945006, 0.730454], [-2.014017, 0.591667, -0.296508], [-2.038609, 0.905579, -1.543972], [-0.793717, 0.552145, -2.278925], [-0.631351, 0.576495, -3.638207], [0.608945, 0.234848, -4.172559], [1.640955, -0.107637, -3.320031], [1.402707, -0.114110, -1.956831], [0.203401, 0.203798, -1.451341], [-2.960421, 1.746990, -3.111410], [-4.177924, 3.772515, -3.123201], [-5.420862, 5.477795, -1.838226], [-5.698078, 5.237398, 0.615504], [-4.699994, 3.283487, 1.781742], [-1.459805, 0.836936, -4.286789], [0.763271, 0.236066, -5.247586], [2.621145, -0.373378, -3.697227], [2.171130, -0.389382, -1.247622]], "forces_ev_per_angstrom": [[-0.0541, -0.9924, 0.3447], [-0.6973, 0.1456, -0.0879], [-0.5334, -0.7155, -0.4750], [0.2334, 0.3036, 0.1982], [0.2265, -0.1300, 0.0075], [0.6787, -0.1267, -0.0309], [-0.0771, 0.0911, 0.0441], [-0.0940, 0.1057, -0.1623], [-0.0212, 0.0767, -0.1654], [0.0805, 0.1629, -0.0221], [0.1230, -0.0298, 0.1392], [-0.0970, -0.0346, -0.0002], [0.0199, -0.0101, 0.0944], [-0.0261, 0.0675, 0.0231], [-0.1031, -0.0379, 0.0604], [-0.0260, 0.0251, 0.0062], [-0.0202, -0.0826, -0.0828], [-0.0034, 0.0210, -0.0519], [0.0329, -0.0497, -0.0536], [0.0037, -0.0258, -0.0128], [-0.0182, 0.0616, 0.0071], [0.0218, 0.0466, 0.0014], [0.0619, 0.0005, 0.0519], [0.0986, -0.0169, 0.0228], [0.0023, 0.0369, 0.0053], [-0.0184, 0.0107, 0.0593], [-0.0762, 0.0251, -0.0601], [0.1880, -0.2919, -0.0236], [-0.0624, -0.0031, 0.1245], [-0.1386, 0.1687, 0.0947], [-0.0174, -0.0194, -0.0735], [-0.1180, 0.2167, 0.0910], [0.3696, -0.1951, -0.2198], [-0.0855, 0.5448, 0.3672], [0.0509, 0.3061, -0.1509], [-0.0012, 0.0506, 0.1844], [-0.0262, -0.0036, 0.1018], [0.0987, -0.0550, 0.1704], [-0.0275, 0.0099, -0.1725], [-0.0260, 0.2343, 0.2449], [0.0020, -0.0346, 0.0046], [0.0238, 0.0015, 0.0120], [0.0016, 0.0026, 0.0202], [-0.0084, -0.0013, 0.0219], [0.0234, -0.0233, 0.0194], [0.0081, 0.0066, -0.0370], [-0.0371, 0.0489, -0.0334], [-0.0036, 0.0323, 0.0046], [-0.3450, 0.2121, -0.1875], [0.0807, -0.0239, -0.1779], [-0.0354, 0.1219, -0.2658], [-0.0349, 0.0588, -0.0144], [0.0344, -0.0132, 0.0325], [-0.0702, 0.0836, 0.0300], [0.0843, -0.1277, 0.1668], [-0.0015, -0.1715, -0.0747], [-0.2236, 0.2484, 0.4574], [0.3501, -0.1387, -0.0845], [-0.2645, -0.0364, 0.2946], [-0.0741, 0.0378, -0.4432], [-0.0799, 0.0188, -0.1826], [0.1463, -0.0134, -0.0694], [-0.2575, 0.0723, 0.1139], [0.7214, -0.1796, -0.4274], [-0.0469, 0.0699, -0.0872], [-0.0245, -0.0114, 0.1867], [0.0449, -0.1081, 0.0642], [0.0590, -0.0683, -0.0553], [0.0270, 0.0269, -0.0763], [0.1156, -0.0253, -0.0250], [-0.0512, 0.0128, 0.1481], [-0.0936, 0.0201, 0.0353], [0.0070, 0.0098, 0.0302]], "mulliken_charge": [-0.58, 0.87, 1.02, 1.21, 0.95, 0.24, -1.73, -2.34, -1.73, -1.90, -1.99, 0.36, 0.42, 0.38, 0.32, 0.45, 0.55, 0.33, 0.32, 0.45, 0.36, 0.42, 0.48, 0.38, 0.39, 0.36, -0.16, 0.43, -0.66, 0.28, -0.31, -0.63, 0.16, 0.12, 0.39, -0.44, -0.65, -0.82, -0.50, 0.35, 0.31, 0.22, 0.28, 0.26, 0.55, 0.48, 0.49, 0.77, -0.05, 0.33, -0.84, -0.64, -0.77, -0.61, 0.69, -0.29, 0.30, 0.44, 0.73, -1.04, -0.91, -0.92, -0.76, 1.26, 0.24, 0.41, 0.43, 0.45, 0.48, 0.51, 0.47, 0.55, 0.64]}